Molecular formula: C44H33BCrN10O2S2
Method: DFT, ωB97M-V/def2-TZVPD

Total charge = +1
Kohn-Sham gap (alpha / beta) = 6.706 / 7.046 eV
Multiplicity = 2
<S²> = 0.76
Energy above the lowest of the compared OMol25 structures with the same formula, charge and spin = 0.0 kcal per mole
Highest occupied orbital energy (alpha / beta) = -0.386 / -0.386 Eh

Each line ends with the Mulliken spin population.
Cartesian coordinates (Å):
1 Cr 0.8136 -0.5071 0.7339  1.0893
2 C 4.1436 0.9596 -1.5473  0.0008
3 C 2.8795 0.3854 -1.4939  0.0088
4 N 2.5070 0.1970 -0.2264  -0.0323
5 N 3.5164 0.6426 0.5454  0.0221
6 C 4.5075 1.1102 -0.2220  0.0077
7 B 3.4067 0.6638 2.0778  -0.0290
8 N 2.1632 1.4998 2.4273  0.0247
9 C 2.0210 2.6982 3.0006  0.0153
10 C 0.6726 3.0175 3.0142  0.0026
11 C 0.0508 1.9414 2.3921  0.0347
12 N 0.9645 1.0300 2.0446  -0.0544
13 N 3.1239 -0.7884 2.5183  0.0126
14 C 3.7263 -1.5168 3.4630  -0.0004
15 C 3.1924 -2.7951 3.4392  -0.0015
16 C 2.2430 -2.7549 2.4247  0.0013
17 N 2.2068 -1.5377 1.8736  -0.0291
18 H 4.7093 1.2376 -2.4188  0.0003
19 H 2.2335 0.1359 -2.3194  0.0009
20 H 5.4075 1.5160 0.2083  0.0005
21 H 4.3893 1.0866 2.5964  -0.0001
22 H 2.8672 3.2514 3.3722  0.0007
23 H 0.2117 3.9112 3.3962  0.0003
24 H -0.9971 1.7874 2.1893  -0.0027
25 H 4.4979 -1.0959 4.0862  0.0000
26 H 3.4551 -3.6308 4.0636  -0.0001
27 H 1.6133 -3.5529 2.0639  0.0008
28 S -2.1127 -3.0833 6.6312  0.0000
29 C -1.5028 -2.2688 8.0014  -0.0005
30 C -0.6493 -1.2664 7.6591  0.0002
31 C -0.4810 -1.1534 6.2602  -0.0005
32 C -1.2152 -2.0689 5.5510  0.0002
33 C -1.2293 -2.2862 4.1091  -0.0015
34 C -0.6437 -1.3359 3.2560  0.0187
35 N -0.4751 -1.5236 1.9591  -0.0264
36 C -0.8999 -2.6892 1.4190  -0.0162
37 C -1.6281 -3.6380 2.1492  -0.0003
38 C -2.1334 -4.7879 1.4562  0.0011
39 C -1.9172 -4.9556 0.1328  -0.0014
40 C -1.1419 -4.0124 -0.6212  -0.0021
41 C -0.9649 -4.0737 -2.0069  0.0000
42 C -0.2428 -3.0826 -2.6537  0.0019
43 C 0.3978 -2.1256 -1.8469  -0.0033
44 N 0.2631 -2.0484 -0.5400  -0.0095
45 C -0.5722 -2.9281 0.0580  -0.0088
46 C -0.1396 -2.9969 -4.1045  -0.0001
47 C -0.6006 -3.8799 -5.0447  0.0000
48 C -0.3852 -3.4451 -6.3725  0.0000
49 C 0.2313 -2.2335 -6.4287  0.0000
50 S 0.5550 -1.6057 -4.8743  0.0001
51 C -1.7748 -3.4208 3.5227  0.0040
52 H -1.8139 -2.5743 8.9875  0.0000
53 H -0.1517 -0.6345 8.3797  0.0000
54 H 0.1725 -0.4247 5.8009  -0.0001
55 H -0.3161 -0.3843 3.6511  -0.0047
56 H -2.7070 -5.5145 2.0174  0.0001
57 H -2.3242 -5.8144 -0.3857  -0.0001
58 H -1.4174 -4.8826 -2.5655  0.0000
59 H 1.0601 -1.4046 -2.3066  -0.0006
60 H -1.0763 -4.8198 -4.8034  0.0000
61 H -0.6727 -4.0096 -7.2470  0.0000
62 H 0.5170 -1.6656 -7.2998  0.0000
63 H -2.2922 -4.1529 4.1308  0.0000
64 O -2.3023 -0.7460 -0.4019  -0.0014
65 C -1.6992 0.2530 -0.7502  -0.0056
66 N -2.1575 1.2162 -1.5880  -0.0004
67 C -1.2395 2.3298 -1.7400  -0.0024
68 C -0.1123 1.8649 -0.7947  0.0086
69 O 0.8786 2.5018 -0.5058  -0.0031
70 N -0.4174 0.6127 -0.3104  -0.0194
71 C -0.7319 2.4524 -3.1849  -0.0005
72 C 0.5300 2.9671 -3.4713  0.0004
73 C 0.9458 3.1158 -4.7868  0.0002
74 C 0.1063 2.7632 -5.8332  0.0000
75 C -1.1536 2.2568 -5.5535  0.0000
76 C -1.5664 2.0988 -4.2392  0.0000
77 C -1.8467 3.6648 -1.3003  0.0000
78 C -1.0288 4.7085 -0.8781  0.0000
79 C -1.5803 5.9286 -0.5174  0.0001
80 C -2.9517 6.1239 -0.5767  -0.0001
81 C -3.7705 5.0913 -1.0044  0.0001
82 C -3.2214 3.8699 -1.3651  0.0000
83 H -3.0982 1.2010 -1.9341  0.0000
84 H 1.1967 3.2463 -2.6674  -0.0004
85 H 1.9286 3.5199 -4.9937  0.0000
86 H 0.4285 2.8897 -6.8587  0.0000
87 H -1.8222 1.9851 -6.3608  0.0000
88 H -2.5526 1.6943 -4.0472  0.0000
89 H 0.0405 4.5626 -0.8201  -0.0001
90 H -0.9343 6.7343 -0.1932  0.0000
91 H -3.3825 7.0758 -0.2952  0.0000
92 H -4.8419 5.2328 -1.0605  0.0000
93 H -3.8860 3.0843 -1.7009  0.0000

Cartesian forces (eV/Å) of the 2 atoms listed first:
Cr 0.19 0.79 -0.24
C 0.00 0.02 -0.02